Molecular formula: C30H71O26P4
Method: DFT, ωB97M-V/def2-TZVPD

Values from the calculation:
**E**: -122656.043 eV
**M**: 971.8 g/mol
**Kohn-Sham gap**: 5.15 eV

```
! wB97M-V def2-TZVPD RIJCOSX def2/J DEFGRID3
* xyz -1 1
C -0.67502 -0.16553 0.58450
C 0.00219 -0.46228 1.94038
O -0.74757 -0.53000 2.89464
O 1.26667 -0.43727 2.14338
H -0.13692 0.68382 0.16363
H -1.71326 0.11116 0.76777
H -0.70104 -1.06889 -0.02488
C 1.13486 8.69783 5.64845
O 2.33341 8.49946 4.87546
P 2.78136 7.05510 4.29039
O 2.25904 5.83890 5.01574
O 4.48568 7.06850 3.99614
C 5.15633 8.18432 3.48786
O 2.28366 7.05139 2.71182
C 3.01467 6.48717 1.68412
H 0.15854 8.67538 5.16431
H 1.24325 9.53041 6.34354
H 1.28486 7.83079 6.29176
H 5.76496 7.99968 2.60267
H 6.01200 8.43653 4.11420
H 4.60383 9.12048 3.40742
H 3.71493 5.74743 2.07205
H 3.77107 7.13823 1.24583
H 2.43142 5.88741 0.98540
C -5.57146 -0.08127 8.77488
O -6.04794 1.23600 9.03636
P -5.13864 2.47464 8.49808
O -3.66065 2.38944 8.56011
O -5.77983 2.81893 7.07646
C -5.11171 3.54712 6.09524
O -5.73258 3.65228 9.42622
C -7.10458 4.03280 9.25697
H -6.28275 -0.86668 9.03037
H -4.82974 -0.32961 9.53401
H -5.26219 -0.33804 7.76171
H -5.52080 4.50844 5.78442
H -4.94679 2.89515 5.23742
H -4.09803 3.79816 6.40754
H -7.55743 3.31319 9.93901
H -7.65772 3.90069 8.32709
H -7.39205 4.98658 9.69942
C -6.53114 -10.03389 2.07584
O -5.76757 -9.71621 3.17674
P -6.01238 -8.36194 4.02827
O -7.42886 -7.97358 4.26579
O -5.06195 -7.33688 3.24059
C -5.24635 -5.90625 3.38861
O -5.22260 -8.65498 5.36203
C -5.29046 -7.90300 6.50410
H -7.32633 -9.32854 1.83447
H -7.03726 -10.99852 2.03791
H -5.94192 -10.07878 1.15992
H -4.57693 -5.60207 4.19325
H -6.22591 -5.57734 3.73558
H -5.02252 -5.42177 2.43820
H -4.34805 -7.41128 6.74531
H -5.28151 -8.55885 7.37465
H -6.23051 -7.35718 6.58467
C 8.86328 1.49016 -4.60023
O 8.74378 1.50453 -3.22143
P 9.47412 0.32166 -2.26975
O 9.02422 -1.08301 -2.38834
O 11.04136 0.65244 -2.47905
C 11.97047 -0.08508 -1.82784
O 9.24431 0.91031 -0.71287
C 8.04651 0.62700 -0.02282
H 7.88822 1.65273 -5.05952
H 9.10144 0.47132 -4.90577
H 9.58302 2.24582 -4.91494
H 12.33527 -0.89988 -2.45324
H 11.53916 -0.56572 -0.94974
H 12.93456 0.40609 -1.69601
H 7.28299 0.40606 -0.76869
H 7.67657 1.50142 0.51258
H 8.25501 -0.14283 0.72014
O -5.16467 3.52093 -3.66540
C -5.36434 2.82057 -2.62861
O -5.55900 3.26243 -1.31454
C -5.35987 4.63059 -1.11876
C -3.86309 4.94887 -1.03240
C -5.45280 1.31910 -2.74191
H -5.82897 4.80586 -0.15060
H -5.79315 5.26371 -1.89306
H -3.56045 4.67091 -0.02283
H -3.63143 6.00275 -1.18659
H -3.19300 4.25848 -1.54470
H -5.96382 1.00079 -1.83327
H -4.41250 0.99638 -2.78332
H -6.03130 1.13334 -3.64686
O -1.77379 -10.66285 -3.32543
C -1.18470 -10.67865 -4.41826
O -0.59909 -9.61949 -5.11326
C -0.41365 -8.40818 -4.38071
C -1.62150 -7.52924 -4.68876
C -1.08886 -11.95028 -5.16802
H 0.38992 -7.72787 -4.66275
H -0.50592 -8.38086 -3.29496
H -1.63803 -6.53626 -4.23954
H -2.53866 -7.96278 -4.29003
H -1.67626 -7.45410 -5.77479
H -0.51585 -11.86624 -6.09143
H -2.07716 -12.25771 -5.50988
H -0.67216 -12.74859 -4.55388
O 2.62273 5.72515 -6.61603
C 1.93407 5.65043 -5.57740
O 1.49076 6.69767 -4.91813
C 1.52156 8.03838 -5.50014
C 0.04240 8.57766 -5.54842
C 1.65031 4.28066 -5.06579
H 2.08074 7.94887 -6.43149
H 2.13751 8.68708 -4.87733
H -0.06188 9.63686 -5.78362
H -0.43004 8.54436 -4.56669
H -0.56376 7.99877 -6.24522
H 0.85422 4.45921 -4.34298
H 2.54479 3.73411 -4.76701
H 1.23710 3.83387 -5.97007
O 2.43385 -2.53441 -4.74746
C 3.40573 -3.12061 -4.42767
O 4.33907 -3.49328 -5.17814
C 4.29570 -3.29703 -6.52757
C 3.33661 -4.35819 -7.14048
C 3.71145 -3.63751 -3.01625
H 5.26461 -3.15778 -7.00707
H 3.90464 -2.32011 -6.81183
H 3.37733 -4.49125 -8.22156
H 2.37119 -4.16261 -6.67378
H 3.68849 -5.34324 -6.83397
H 3.72134 -2.92971 -2.18737
H 4.75814 -3.93972 -3.05086
H 2.93933 -4.38902 -2.85142
*
```

Molecular formula: H40O20
Method: DFT, ωB97M-V/def2-TZVPD

Values from the calculation:
**E**: -41602.723 eV
**M**: 360.3 g/mol
**Kohn-Sham gap**: 11.26 eV
**ΔE to the lowest compared entry with this formula, charge and spin**: 29.1 kJ/mol

```
! wB97M-V def2-TZVPD RIJCOSX def2/J DEFGRID3
* xyz 0 1
O 12.91089 14.52715 8.68597
H 13.48134 13.98805 9.32399
H 13.08956 14.11661 7.81316
O 6.80375 11.06507 9.35788
H 6.64201 10.12873 9.37771
H 6.95552 11.31418 8.43430
O 9.89058 11.37976 9.34747
H 9.03780 10.93556 9.32134
H 10.26331 10.99139 10.15613
O 11.60007 13.23537 6.39113
H 11.24393 12.85856 7.16491
H 11.26023 14.13532 6.30767
O 10.28153 11.21863 4.97316
H 10.92748 11.86239 5.36211
H 9.55414 11.68516 4.54799
O 13.63807 10.70254 9.02315
H 13.88538 9.73765 9.04211
H 13.19422 10.79106 8.15804
O 6.52546 13.92842 9.38187
H 6.37326 13.08653 9.81286
H 5.67749 14.32106 9.22162
O 12.38068 11.56864 11.61499
H 11.79406 12.35365 11.44028
H 12.88580 11.39110 10.78530
O 11.69215 6.87288 7.79210
H 11.73846 7.83010 7.85895
H 12.49155 6.64311 8.28668
O 9.27072 8.54020 8.13858
H 9.58773 7.71640 7.77096
H 9.16541 8.36801 9.07570
O 10.57428 14.15342 10.44090
H 11.30659 14.53601 9.93738
H 10.31651 13.44005 9.85604
O 9.18022 13.12186 12.77592
H 9.65091 13.38107 11.98567
H 8.34797 13.60260 12.75854
O 11.92180 8.95892 11.98440
H 11.16244 8.39742 11.80040
H 11.65600 9.89825 11.74726
O 7.80110 10.80405 6.83216
H 8.57055 11.40800 6.69463
H 8.21538 10.07756 7.32205
O 14.74964 12.97443 10.41031
H 14.69045 12.17339 9.88787
H 14.53509 12.69762 11.34427
O 8.94296 8.10483 11.32878
H 9.03241 8.98609 11.72534
H 8.16798 7.62438 11.55412
O 6.75898 14.64280 12.18121
H 7.32405 15.39347 11.93577
H 6.73377 14.16095 11.34575
O 11.73942 10.20014 7.35381
H 11.02663 10.34151 8.00535
H 11.35247 10.33656 6.48728
O 9.62290 10.54615 12.45630
H 9.29394 11.42621 12.79964
H 10.07521 10.21165 13.24465
O 14.01177 8.38278 10.12561
H 14.63518 8.26122 10.81231
H 13.25618 8.59936 10.75429
*
```

Molecular formula: C3H9INO2P
Method: DFT, ωB97M-V/def2-TZVPD

Values from the calculation:
**E**: -26231.835 eV
**M**: 249.0 g/mol
**Kohn-Sham gap**: 8.86 eV
**ΔE to the lowest compared entry with this formula, charge and spin**: 0.0 kJ/mol

```
! wB97M-V def2-TZVPD RIJCOSX def2/J DEFGRID3
* xyz 0 1
C -0.20831 2.30832 -0.04744
C -0.45063 -2.74926 0.58516
C 0.54091 1.06991 -0.56126
N 0.17078 -0.09836 0.09361
O -1.01484 -1.41683 -1.81700
O -2.43994 -0.95413 0.54308
P -0.83019 -1.31792 -0.39999
I -3.62185 0.21068 -0.45428
H -0.09648 2.52807 0.98249
H 0.18905 3.12136 -0.59604
H -1.29473 2.21304 -0.30118
H -1.49586 -3.16087 0.67883
H 0.30813 -3.38015 0.12675
H -0.30587 -2.44770 1.61378
H 0.41063 1.01857 -1.65972
H 1.59863 1.20402 -0.27485
H 0.20901 -0.16333 1.04198
*
```

Molecular formula: C16H24ClN3O3S
Method: DFT, ωB97M-V/def2-TZVPD

Values from the calculation:
**SMILES string**: CCN1CCC[C@@H]1CNC(=O)CN(C)S(=O)(=O)c1ccc(Cl)cc1
**E**: -50952.211 eV
**M**: 373.9 g/mol
**Kohn-Sham gap**: 9.49 eV
**ΔE to the lowest compared entry with this formula, charge and spin**: 9.5 kJ/mol

```
! wB97M-V def2-TZVPD RIJCOSX def2/J DEFGRID3
* xyz 0 1
C 2.80523 -3.57815 0.14561
H 3.03009 -3.49005 1.20465
H 3.51437 -2.97066 -0.41199
C 1.38125 -3.09640 -0.10995
N 1.11071 -2.98668 -1.53162
C 1.05549 -4.26589 -2.22719
H 2.06067 -4.57332 -2.52415
C 0.14573 -4.02042 -3.42542
H -0.28364 -4.94117 -3.81468
H 0.70059 -3.52769 -4.22363
C -0.90006 -3.07417 -2.84221
H -1.64481 -3.64178 -2.28301
H -1.41102 -2.48218 -3.59879
C -0.07499 -2.20262 -1.88764
C 0.38898 -0.90019 -2.57381
N 1.47121 -0.30815 -1.82382
C 1.32801 0.78515 -1.05709
O 0.34849 1.50766 -1.08355
C 2.52736 1.06806 -0.14854
N 2.17779 1.86503 0.99920
S 1.15347 1.12924 2.08875
O 1.50663 -0.26406 2.08386
O 1.26314 1.86613 3.31227
C -0.54529 1.27179 1.52188
C -1.19745 2.48778 1.57024
C -2.49461 2.58419 1.09751
C -3.11778 1.45302 0.59128
C -2.47397 0.22410 0.57206
C -1.17771 0.14107 1.04506
H -0.63955 -0.79338 1.06009
H -2.98258 -0.64688 0.18877
Cl -4.72731 1.57188 -0.01104
H -3.01888 3.52673 1.11610
H -0.69679 3.34689 1.98508
C 1.99672 3.28369 0.80846
H 2.93017 3.71556 0.44415
H 1.19168 3.50698 0.10278
H 1.77026 3.70340 1.78567
H 2.92840 0.12807 0.23516
H 3.30493 1.58865 -0.71523
H 2.23542 -0.94546 -1.65075
H 0.74574 -1.12161 -3.58313
H -0.42384 -0.17416 -2.62054
H -0.65014 -1.93197 -0.99500
H 0.62894 -5.05176 -1.58255
H 1.26415 -2.11084 0.34790
H 0.67211 -3.78629 0.38326
H 2.93017 -4.61569 -0.15350
*
```